1.
# C2H3FN2O

2 unconnected molecules or ions with the total composition C2H3FN2O at a distorted geometry (the ωB97M-V functional and the def2-TZVPD basis, the Open Molecules 2025 dataset).

The geometry in XYZ format:
```
9
C2H3FN2O (the ωB97M-V functional and the def2-TZVPD basis)
F 2.380 0.505 0.678
O 0.069 -1.279 0.057
N 0.831 -0.637 -0.755
N -0.703 0.839 -0.128
C -0.953 -0.370 0.532
C 0.354 0.632 -0.842
H -0.876 -0.269 1.622
H -1.939 -0.789 0.291
H 0.837 1.367 -1.455
```

The orbital gap (alpha / beta) is 9.99 / 6.61 eV. The value obtained for the LUMO energy (alpha / beta) is -2.09 / -2.85 eV.

=====

2.
# CH5NO2Si

A single CH5NO2Si molecule at a distorted geometry (the ωB97M-V functional and the def2-TZVPD basis, the Open Molecules 2025 dataset).

The geometry in XYZ format:
```
10
CH5NO2Si (the ωB97M-V functional and the def2-TZVPD basis)
Si -1.441 0.545 -0.052
O -0.419 -1.828 0.083
O -2.506 -0.506 -0.050
N 0.071 -0.657 -0.012
C 1.350 -0.491 0.106
H -1.242 1.108 1.324
H 2.078 -1.289 0.015
H 1.730 0.500 0.075
H -1.595 -1.583 0.110
H -1.067 1.299 -1.231
```

The orbital gap is 10.29 eV. The value obtained for the LUMO energy is 0.23 eV.